1.
Below is a structure of composition C22H37ClP2Pt in a non-equilibrium geometry, with properties calculated with ωB97M-V with the def2-TZVPD basis set.

Each line ends with the Mulliken spin population.
CARTESIAN COORDINATES (ANGSTROEM)
H1 -1.62395 0.82439 3.39166  0.00
P1 -0.93876 1.56841 1.26558  0.41
H2 6.89060 2.00240 4.15830  0.01
C1 2.25000 0.47045 2.02217  0.30
H3 -4.29595 -0.08973 -3.42906  0.00
H4 -3.15412 2.05152 0.33094  0.00
C2 3.53736 1.83959 3.65084  0.28
C3 2.51294 2.25743 -0.20011  0.40
C4 -2.03733 0.60688 2.40165  0.03
C5 -0.00375 -0.26191 -1.39816  0.05
H5 -3.19903 -2.18020 -4.13081  0.00
H6 -2.18039 -0.47646 2.27777  -0.01
Pt1 1.07159 2.08248 1.15380  0.91
H7 0.93028 -2.29816 -2.32231  0.02
H8 2.38135 1.31213 -0.76798  -0.04
C6 -0.93547 3.06943 2.36211  -0.05
C7 -1.76082 -3.08790 -1.02363  0.03
H9 -0.41933 0.70550 -1.03539  0.01
H10 0.55442 -3.42160 -3.58499  0.01
H11 1.08448 -0.06111 -1.56848  0.01
H12 -1.00726 -1.78186 -4.43133  -0.03
C8 -0.73178 -0.50658 -2.76800  -0.04
C9 -0.57587 -3.66288 -1.76676  0.04
C10 5.92488 1.61355 3.82907  0.26
H13 0.18241 -3.83890 -1.00130  0.00
H14 -2.87558 -0.13322 -4.46959  0.00
C11 -3.08782 0.24430 -0.79357  0.05
H15 6.77755 -0.17009 2.91568  0.00
C12 4.66946 -0.02942 2.57609  0.05
H16 -0.22994 -0.62196 0.75080  0.04
P2 -2.40152 -0.82698 -2.08964  0.14
C13 -2.37933 1.48583 -0.20381  0.07
H17 -0.89680 -4.63045 -2.16779  -0.01
H18 3.43152 2.21976 0.43282  0.01
H19 2.38860 -0.05177 1.04891  0.01
H20 -3.97596 0.62082 -1.33562  0.01
C14 -3.32746 -2.28248 -3.04015  -0.03
H21 0.76668 -1.80602 0.01284  0.00
C15 0.10091 -2.81792 -2.80401  0.08
H22 -3.08714 1.20262 -3.31629  0.00
H23 -4.39653 -2.16995 -2.81320  0.01
H24 -0.21148 2.87113 3.14469  -0.02
H25 -2.22803 -1.83920 0.71282  0.00
C16 -3.22455 0.12231 -3.45706  0.00
C17 -0.72359 -1.79023 -3.41520  0.70
Cl1 2.04556 2.49725 4.21329  0.06
H26 -3.00895 1.11833 2.28750  0.01
H27 -2.04741 2.14289 -1.02239  0.01
C18 -0.21845 -1.29898 -0.13395  -0.03
C19 5.88263 0.42263 3.09606  0.10
H28 2.40765 3.18959 -0.80014  0.01
H29 -0.29149 3.55816 1.60349  -0.01
C20 4.75241 2.31717 4.15310  -0.07
H30 -1.82857 3.70947 2.63009  0.01
H31 -2.74538 -3.55324 -0.98503  0.01
H32 -3.54676 -0.40272 -0.03774  0.00
C21 3.51948 0.76871 2.74756  0.10
C22 -1.52620 -2.09792 -0.10353  -0.01
H33 4.58889 -0.96853 2.02471  0.00
H34 1.50435 -0.04344 2.65674  0.08
H35 -0.72529 0.42804 -3.38282  0.01
H36 -3.06439 -3.33026 -2.83357  -0.01
H37 4.75645 3.20892 4.78234  0.00

Calculated values
- Spin multiplicity: 5
- HOMO energy (alpha / beta): -12.3 / -14.6 eV
- Molecular weight: 594.02 u
- Total charge: +2
- HOMO-LUMO gap (alpha / beta): 7.0 / 5.1 eV
- DFT total energy: -57733.8906 eV

***

2.
Below is the molecule C5H14N2O in a non-equilibrium geometry, with properties calculated with ωB97M-V with the def2-TZVPD basis set.

Each line ends with the Mulliken charge.
CARTESIAN COORDINATES (ANGSTROEM)
H1 0.28747 3.32640 -0.21687  0.30
H2 -1.75679 -1.51431 1.28634  0.32
H3 -1.44672 -2.49341 -1.25963  0.38
N1 0.96453 -1.45983 -0.22212  -0.90
H4 1.42706 2.36035 0.72056  0.25
N2 -1.00238 -0.84484 1.14580  -0.26
C1 0.75008 1.40587 -1.10041  -0.27
H5 0.39801 -1.82090 2.35488  0.33
O1 -0.34611 0.75853 -0.53342  -0.58
C2 -0.06850 -0.84166 2.29072  -0.85
H6 -1.35606 0.10715 0.99025  0.39
H7 0.52811 1.70181 -2.13985  0.23
H8 -0.84945 -1.25780 -2.37594  0.38
H9 -0.59323 -0.55726 3.20590  0.33
H10 0.71232 -0.11839 2.07052  0.25
C3 -0.20770 -0.97034 -0.37076  1.07
C4 1.13633 2.64413 -0.29371  -1.15
H11 1.97168 3.17331 -0.75965  0.36
H12 1.23887 -2.04554 -1.00325  0.22
H13 1.61524 0.71955 -1.13645  0.34
C5 -1.24293 -1.42476 -1.37399  -1.51
H14 -2.15984 -0.84806 -1.27890  0.37

Calculated values
- Spin multiplicity: 1
- HOMO energy: -8.1 eV
- Molecular weight: 118.18 u
- HOMO-LUMO gap: 8.8 eV
- DFT total energy: -10437.5132 eV

***

3.
Below is a structure of composition C27H53N4O2PScSi2 in a non-equilibrium geometry, with properties calculated with ωB97M-V with the def2-TZVPD basis set.

Each line ends with the Mulliken charge.
CARTESIAN COORDINATES (ANGSTROEM)
C1 -1.62466 0.53717 3.63684  -0.84
C2 -3.04476 -2.06763 -0.62056  0.45
H1 -0.16256 6.67997 -0.97226  0.48
H2 -0.08406 0.11057 5.12394  0.40
H3 2.25684 -1.10603 0.67344  -0.21
H4 2.11684 -5.32283 -1.04656  0.42
H5 -1.64046 0.54607 1.44434  -0.97
Si1 2.34754 1.30547 -2.74646  0.26
C3 -4.33076 -2.34413 0.15274  -0.60
H6 1.83904 -3.34183 2.38784  0.34
C4 0.98694 2.07217 -3.86456  -1.09
C5 1.94464 1.98497 1.98514  -0.74
C6 -0.71926 -0.41633 4.41654  -0.92
H7 0.97584 -5.87893 1.00494  0.33
H8 4.86424 1.32837 -2.79226  0.35
C7 0.84934 -3.60963 -0.57316  -0.24
H9 5.19594 1.89507 1.35324  0.41
H10 -4.27936 -4.50113 0.03784  0.36
C8 -4.05986 -3.71983 0.76504  -0.80
H11 0.90994 -0.47253 2.98294  -0.16
H12 -2.86136 -0.54183 2.18504  0.11
P1 -0.62406 -1.88523 0.71164  -0.92
H13 -4.53606 0.38457 -2.25316  0.23
C9 0.29314 5.70477 -0.94316  -0.92
Si2 2.92064 1.32497 0.46874  0.18
H14 2.95984 -3.95783 -0.28896  0.24
H15 4.21674 1.61267 -4.39026  0.41
H16 1.14674 -0.88793 -2.64046  -0.04
H17 -5.14696 2.01147 -2.59486  0.44
C10 1.75954 1.74077 -0.98416  2.96
H18 -5.00696 2.51747 -0.11076  0.50
H19 -2.37006 -3.44783 2.12744  0.40
H20 4.59364 3.22167 0.39384  0.32
H21 1.07354 1.75227 -4.89786  0.50
H22 3.92544 -0.97733 0.15094  0.55
N1 0.02754 3.34457 -0.65396  0.40
C11 2.03144 -4.52953 -0.30726  -0.59
H23 -1.31686 -1.14743 4.95984  0.31
C12 1.69914 -5.06613 1.08394  -0.79
O1 -2.15076 1.26107 -1.31726  -0.44
C13 0.08174 -1.10793 3.31734  0.00
H24 0.88484 1.71267 1.89564  -0.29
H25 -3.06786 -2.58763 -1.58536  0.26
H26 1.99744 3.06737 2.03814  0.44
H27 -2.56606 0.71897 4.15074  0.42
C14 3.17534 -0.54203 0.80054  -0.61
C15 1.07664 -3.86023 1.79884  -0.50
C16 -3.34526 1.97787 -1.39796  0.60
C17 -1.83966 -0.16663 2.28734  0.95
H28 -2.84326 -1.00693 -0.80296  -0.53
H29 2.82674 -1.10023 -2.15196  0.23
H30 1.03344 -2.85373 -1.33636  -0.22
H31 -3.44886 2.39667 0.73414  0.20
Sc1 -0.43026 1.12627 -0.73226  -0.35
H32 2.58194 -5.43093 1.60424  0.39
C18 1.65644 5.53577 -1.16626  -0.80
C19 1.34824 3.16057 -0.91546  -1.32
N2 -1.99666 -2.66143 0.20954  0.47
H33 2.42554 -0.95413 -3.85326  0.62
C20 -2.55996 -3.69973 1.07834  -0.59
H34 -2.08826 -4.66443 0.86354  0.19
H35 -3.71906 1.40127 -3.44736  0.35
H36 -0.03076 -4.19363 -0.87006  0.34
H37 -1.12476 1.49607 3.49544  0.31
H38 -0.00896 1.77477 -3.49886  0.24
C21 4.64774 2.13997 0.45004  -1.20
H39 0.47154 -2.07043 3.64034  0.37
H40 4.24434 2.91157 -3.22346  0.34
H41 2.32414 1.59327 2.92354  0.56
N3 0.62904 -2.96513 0.72904  0.90
C22 -0.47106 4.58607 -0.68656  -0.39
C23 4.08264 1.84497 -3.33886  -1.17
H42 -5.20806 -2.34763 -0.48936  0.48
O2 -0.29686 -0.77773 -0.25696  -0.52
H43 0.25834 -4.16493 2.45394  0.28
H44 -3.11186 3.03257 -1.65466  0.28
H45 -4.65806 -3.90203 1.65504  0.37
N4 -0.91866 -1.30683 2.26834  0.18
C24 -4.25016 1.40547 -2.49796  -1.41
H46 1.03404 3.15827 -3.85886  0.28
H47 5.24144 1.79637 -0.39026  0.38
H48 3.22894 4.09497 -1.33876  0.42
H49 3.52074 -0.68733 1.82004  0.47
H50 -1.53506 4.66987 -0.50896  0.45
C25 2.17704 -0.59803 -2.86026  -0.82
C26 2.18084 4.26187 -1.15026  -0.82
H51 -4.31346 0.92717 0.22664  0.02
H52 2.28434 6.39027 -1.36976  0.50
H53 -4.47776 -1.60143 0.93864  0.15
C27 -4.07836 1.95627 -0.04496  -1.01

Calculated values
- Spin multiplicity: 1
- HOMO energy: -10.8 eV
- Molecular weight: 597.85 u
- Total charge: +1
- HOMO-LUMO gap: 8.3 eV
- DFT total energy: -84661.4803 eV

***

4.
Below is the molecule C4H10NOP in a non-equilibrium geometry, with properties calculated with ωB97M-V with the def2-TZVPD basis set.

Each line ends with the Mulliken charge.
CARTESIAN COORDINATES (ANGSTROEM)
H1 1.07464 1.23536 1.61154  0.32
H2 -2.64901 0.66221 1.33053  0.04
H3 -0.48615 -1.08061 1.65284  0.41
O1 -1.77525 -1.19104 -0.04779  -0.34
C1 0.24152 0.15493 -0.08247  1.73
H4 1.51297 -0.48236 1.36645  0.31
C2 0.59259 -0.15451 -1.57211  -1.33
H5 0.70198 -1.23118 -1.76606  0.28
C3 -0.41175 -1.13751 0.50655  -1.06
H6 -0.58327 2.06759 -0.17098  0.24
H7 0.06643 -1.98857 0.19699  0.51
C4 1.37063 0.42821 0.79695  -1.55
H8 2.34551 0.76836 0.38763  0.35
H9 -0.32855 0.13195 -2.16748  0.30
P1 -2.40633 0.31317 -0.10132  0.02
H10 1.49846 0.37558 -2.04920  0.33
N1 -0.76441 1.12841 0.10792  -0.55

Calculated values
- Spin multiplicity: 1
- HOMO energy: -8.2 eV
- SMILES: CC1(C)COPN1
- Molecular weight: 119.10 u
- HOMO-LUMO gap: 9.1 eV
- DFT total energy: -17135.4466 eV

***

5.
Below is a structure of composition ClHNO2P in a non-equilibrium geometry, with properties calculated with ωB97M-V with the def2-TZVPD basis set.

Each line ends with the Mulliken charge.
CARTESIAN COORDINATES (ANGSTROEM)
O1 0.12977 -0.90470 0.54054  -0.35
H1 0.64259 0.73430 -0.84808  0.08
Cl1 2.11269 0.93630 0.78902  -0.21
O2 -2.01392 -0.65557 -0.19800  -0.08
N1 -1.06986 -0.79186 -0.78366  0.37
P1 0.19873 0.68153 0.50018  0.20

Calculated values
- Spin multiplicity: 1
- HOMO energy: -9.2 eV
- Molecular weight: 113.44 u
- HOMO-LUMO gap: 7.4 eV
- DFT total energy: -27408.7745 eV

***

6.
Below is a cluster of 2 separate species, C2H2S3 in total in a non-equilibrium geometry, with properties calculated with ωB97M-V with the def2-TZVPD basis set.

Each line ends with the Mulliken charge.
CARTESIAN COORDINATES (ANGSTROEM)
S1 -0.31200 2.65646 0.89126  -0.25
S2 -2.69724 1.36785 -0.59415  -0.26
S3 1.04542 -1.90527 -0.86719  -0.02
H1 0.18096 -2.69103 -0.48771  0.14
H2 2.00162 -0.36372 0.31296  0.14
C1 1.33193 -1.17390 0.60406  -0.26
C2 -1.55069 2.10961 0.14077  0.50

Calculated values
- Spin multiplicity: 1
- HOMO energy: -9.1 eV
- Molecular weight: 122.24 u
- HOMO-LUMO gap: 8.9 eV
- DFT total energy: -34608.6242 eV

***

7.
Below is a structure of composition C4H5NO3 in a non-equilibrium geometry, with properties calculated with ωB97M-V with the def2-TZVPD basis set.

Each line ends with the Mulliken charge.
CARTESIAN COORDINATES (ANGSTROEM)
H1 -0.46782 0.98510 -2.36444  0.43
C1 -0.03710 -0.34772 -0.99402  0.25
O1 -0.63699 2.05383 -0.84102  -0.61
O2 0.52154 -1.27975 2.43569  -0.60
C2 -0.34721 0.83637 -0.28843  0.08
N1 0.27040 0.59937 1.00551  -0.07
H2 -1.68106 1.98728 -0.92558  0.41
H3 0.05997 1.15533 1.87278  0.28
H4 0.38904 -2.45693 -0.33375  0.27
C3 0.56936 -0.72243 1.17979  0.41
C4 0.26229 -1.34214 -0.05402  -0.64
O3 -0.24058 -0.02499 -2.44686  -0.60
H5 -0.02872 -2.40362 2.46996  0.39

Calculated values
- Spin multiplicity: 1
- HOMO energy: -7.6 eV
- Molecular weight: 115.09 u
- HOMO-LUMO gap: 7.5 eV
- DFT total energy: -11857.3290 eV

***

8.
Below is a cluster of 7 separate species, C17H45ClNO10 in total in a non-equilibrium geometry, with properties calculated with ωB97M-V with the def2-TZVPD basis set.

Each line ends with the Mulliken charge.
CARTESIAN COORDINATES (ANGSTROEM)
O1 1.57786 -3.92590 -2.91778  -0.49
C1 -3.00963 -3.81696 -3.12579  -0.52
H1 2.35066 5.04258 -0.56060  0.36
O2 0.00597 -1.96041 1.30657  -0.80
O3 -4.62508 -1.80740 -0.80010  -0.39
H2 0.41044 2.72486 4.18621  0.43
H3 -0.92595 3.84647 -0.62364  0.34
C2 -0.73345 3.05878 0.10477  -1.87
H4 -0.54039 -7.34172 0.86704  0.41
H5 -3.81139 -3.08575 -3.22881  0.04
H6 1.60538 7.24027 2.63998  0.38
N1 1.25690 4.44599 0.75114  0.42
H7 -0.84471 3.30545 3.15936  0.35
H8 4.96075 -0.37318 1.97879  0.39
H9 -3.90893 -5.64436 -2.29524  0.36
H10 1.99021 -4.39880 -4.84477  0.29
C3 2.43183 -2.27840 -4.32117  -0.76
H11 -1.46260 3.17164 0.90709  0.33
H12 3.44309 -0.35308 3.91475  0.23
C4 0.76524 5.39637 1.77827  1.54
C5 1.60670 2.26432 -0.21344  -1.98
H13 1.79893 7.05791 0.88722  0.43
H14 1.80119 4.70861 3.49473  0.41
C6 3.02348 -0.35732 2.90876  0.32
C7 0.68569 3.09492 0.67839  1.82
H15 -3.93052 -0.89012 -2.27498  0.25
O4 0.40522 -1.36395 -0.94055  -0.74
H16 0.85735 -3.43948 -2.51052  0.26
H17 2.63622 2.43490 0.10134  0.40
O5 -3.43322 -4.10758 -0.86441  -0.45
H18 -1.37979 5.14114 1.59807  0.34
H19 0.23217 1.42902 2.06766  0.53
H20 -5.62139 -1.48932 -2.48882  0.27
H21 1.58558 2.61460 -1.24540  0.46
H22 2.07405 0.17461 2.84764  -0.11
C8 1.61097 -3.57134 -4.24512  -0.25
C9 0.75748 4.71909 3.18061  -1.19
H23 2.07005 -1.61992 -3.53147  0.15
H24 1.86469 -1.73647 2.24848  0.38
H25 -3.00334 -4.24754 -4.12712  0.40
C10 -0.66193 5.95737 1.51724  -1.67
H26 -2.21719 -5.41120 -1.88528  0.05
C11 1.80837 6.52838 1.83991  -2.03
C12 0.24005 3.23139 3.23621  -1.18
H27 4.23427 1.11061 2.06845  0.33
H28 -0.99226 2.14900 -0.43690  0.46
H29 -2.04161 -3.35977 -2.92080  0.03
O6 1.39179 5.02702 -0.51668  -0.48
H30 1.83078 2.17938 2.26317  -0.05
C13 0.77444 2.37450 2.07830  -0.62
H31 -1.33687 -6.57170 -0.50683  0.11
H32 0.56910 -3.45349 -4.54295  0.20
H33 -0.88709 6.78555 2.18919  0.44
C14 -4.93513 -0.92898 -1.85386  -0.69
H34 0.21332 5.34319 3.88947  0.43
C15 -3.16763 -4.89456 -2.01888  -0.29
H35 -3.87751 -1.38071 -0.37504  0.36
H36 3.59675 -0.05663 0.82341  0.10
Cl1 -0.49755 -2.01718 -0.04266  1.80
H37 2.80234 6.09164 1.93683  0.46
H38 -0.70475 6.31234 0.48755  0.33
C16 -1.19582 -6.52199 0.57286  -0.39
O7 2.73784 -1.69433 2.64527  -0.53
O8 -0.62011 -3.38087 -0.51952  -0.64
H39 1.40527 1.19478 -0.27349  0.27
H40 -2.54299 -3.74829 -0.86135  0.33
O9 -2.39451 -6.63314 1.31408  -0.51
H41 -0.68209 -5.61511 0.89185  0.13
C17 3.97842 0.07696 1.83563  -0.90
H42 2.29207 -1.83664 -5.30778  0.32
H43 -5.15090 0.10418 -1.58162  0.25
H44 -2.29245 -7.18366 2.09390  0.27
O10 -1.76325 -1.40370 -0.21182  -0.67
H45 3.50925 -2.43694 -4.27490  0.25

Calculated values
- Spin multiplicity: 1
- HOMO energy: -6.2 eV
- Molecular weight: 459.00 u
- Total charge: -1
- HOMO-LUMO gap: 8.6 eV
- DFT total energy: -52837.2163 eV

***

Question: Look up the DFT total energy of the first one.
Answer: -57733.8906 eV